(1)
Molecular formula: C32H26BrClNO5PTi
Method: DFT, the ωB97M-V functional and the def2-TZVPD basis

The expectation value of S² is 0.77. Its spin multiplicity is 2. The LUMO energy (spin up / spin down) comes out at -2.75 / -6.45 eV. The total charge is +1. Its energy above the lowest of the compared OMol25 structures with the same formula, charge and spin is 297.21 kJ/mol. For the maximum force, the calculation gives 1.20 eV Å⁻¹. The calculation puts the highest occupied orbital energy (spin up / spin down) at -10.89 / -10.89 eV.

The geometry in XYZ format:
```
68
Properties=species:S:1:pos:R:3:mulliken_spin:R:1
Ti -0.4920 0.0036 -2.5526 -0.0024
C 5.9766 0.5887 -2.2659 0.0000
C 5.6324 1.1252 -1.0344 0.0000
C 4.2998 1.2064 -0.6583 0.0001
C 3.3105 0.7433 -1.5184 0.0001
C 3.6560 0.2204 -2.7647 0.0000
C 4.9879 0.1401 -3.1315 0.0000
P 1.5575 0.7037 -1.0687 -0.0002
C 1.3810 1.7610 0.3983 0.0037
C 1.5197 1.2917 1.7017 -0.0035
C 1.3972 2.1607 2.7737 0.0039
C 1.1088 3.5005 2.5599 0.0006
C 0.9529 3.9728 1.2654 0.0009
C 1.0902 3.1079 0.1937 -0.0013
C 1.3012 -1.0399 -0.5996 0.0000
C 2.0840 -1.7813 0.2872 -0.0002
C 1.8461 -3.1344 0.4311 0.0003
C 0.8589 -3.7435 -0.3430 0.0000
C 0.1257 -3.0056 -1.2564 0.0000
C 0.3217 -1.6312 -1.4134 0.0013
H 7.0155 0.5256 -2.5556 0.0000
H 6.4018 1.4859 -0.3660 0.0000
H 4.0367 1.6347 0.3002 0.0000
H 2.8816 -0.1269 -3.4410 0.0000
H 5.2544 -0.2657 -4.0976 0.0000
H 1.7359 0.2486 1.8818 -0.0012
H 1.5502 1.7954 3.7778 -0.0012
H 1.0113 4.1772 3.3980 -0.0007
H 0.7316 5.0167 1.0904 0.0000
H 0.9656 3.4855 -0.8160 0.0000
H 2.8997 -1.3192 0.8288 0.0002
H 2.4445 -3.7242 1.1107 0.0000
H 0.6913 -4.8070 -0.2474 0.0000
H -0.5917 -3.5286 -1.8818 0.0000
C -0.5255 -1.9782 3.0534 0.0088
C -1.2371 -0.7537 3.5433 0.1039
C -0.7642 -0.0369 4.6135 -0.0037
C -1.4834 1.0448 5.1456 0.2425
Cl -0.8427 1.8946 6.4652 0.0849
C -2.7353 1.4273 4.6280 -0.0222
C -3.2370 0.7357 3.5684 0.1372
C -2.4852 -0.3258 2.9780 0.2097
O -3.0497 -0.9233 1.9409 0.1102
C -2.3192 -1.0220 0.7119 0.0312
C -1.9089 0.3828 0.2473 0.0033
O -1.9135 1.3151 1.0269 0.0685
O -1.5243 0.3748 -0.9686 0.0137
H -0.1783 -2.5615 3.9033 0.0070
H 0.3498 -1.7052 2.4548 0.0121
H -1.1652 -2.6168 2.4507 -0.0021
H 0.1634 -0.3195 5.0949 0.0005
H -3.2549 2.2649 5.0658 -0.0005
H -4.1706 0.9958 3.0923 -0.0010
H -2.9854 -1.5341 0.0212 -0.0029
H -1.3957 -1.5971 0.8241 -0.0024
Br -2.4050 2.3003 -3.3035 0.0002
C -3.2538 0.6317 -3.5620 -0.0001
C -4.6057 0.5796 -3.8556 0.0000
C -5.1558 -0.6764 -4.0589 0.0000
C -4.3497 -1.8049 -3.9697 0.0000
C -3.0155 -1.6439 -3.6479 -0.0001
N -2.4814 -0.4372 -3.4309 0.0000
H -5.1892 1.4835 -3.9361 0.0000
H -6.2079 -0.7728 -4.2899 0.0000
H -4.7467 -2.7928 -4.1460 0.0000
H -2.3344 -2.4818 -3.5624 0.0000
O 0.3640 -0.8166 -3.9231 0.0008
O 0.0996 0.5816 -4.1610 -0.0001
```

=====

(2)
Molecular formula: C32H26Cl3IrNO2P2
Method: DFT, the ωB97M-V functional and the def2-TZVPD basis

The expectation value of S² is 0.77. Its spin multiplicity is 2. The LUMO energy (spin up / spin down) comes out at -7.36 / -8.30 eV. The total charge is +2. Its energy above the lowest of the compared OMol25 structures with the same formula, charge and spin is 210.29 kJ/mol. For the maximum force, the calculation gives 0.69 eV Å⁻¹. The calculation puts the highest occupied orbital energy (spin up / spin down) at -13.89 / -13.89 eV.

The geometry in XYZ format:
```
67
Properties=species:S:1:pos:R:3:mulliken_spin:R:1
Ir -0.4410 -0.8575 0.8732 0.4973
C 2.0068 -2.0611 2.6218 0.0101
P 1.6042 -1.7972 0.8585 0.0109
C 0.5968 -3.0949 0.1863 0.0016
C 0.4538 -3.2275 -1.2094 0.0072
C -0.5819 -3.9782 -1.7121 0.0006
C -1.4951 -4.5866 -0.8447 -0.0032
C -1.3618 -4.4728 0.5257 -0.0009
C -0.3148 -3.7306 1.0535 -0.0137
C 2.9964 -1.2455 -0.0813 -0.0051
C 3.8563 -2.2128 -0.6137 -0.0024
C 5.0005 -1.8009 -1.2727 -0.0003
C 5.2839 -0.4444 -1.3942 -0.0001
C 4.4315 0.5100 -0.8574 -0.0018
C 3.2810 0.1137 -0.1944 -0.0071
C 1.4307 -0.8333 3.2421 -0.0584
C 1.7239 -0.0378 4.2942 0.1253
C 0.8235 1.1052 4.2439 0.1203
C 0.0397 0.9661 3.1521 -0.0284
C -0.9862 1.8300 2.4796 0.0063
P -0.8661 1.3729 0.7163 0.0403
C -2.5522 1.3425 -0.0345 -0.0158
C -2.5407 0.6615 -1.4265 0.0138
C -3.4806 1.2611 -2.4203 -0.0043
C -4.0971 2.4188 -2.1883 0.0029
C -3.9787 3.1195 -0.9083 0.0002
C -3.2750 2.6342 0.1173 0.0023
C 0.1944 2.4550 -0.2231 -0.0031
C 0.2617 3.8118 0.1002 -0.0002
C 0.9814 4.6733 -0.7118 0.0001
C 1.6318 4.1861 -1.8377 -0.0006
C 1.5734 2.8349 -2.1566 0.0008
C 0.8595 1.9668 -1.3495 -0.0003
N 0.3564 -0.2597 2.5337 0.2269
H 3.0865 -2.1487 2.7329 -0.0013
H 1.5439 -2.9774 2.9897 -0.0021
H 1.1481 -2.7275 -1.8736 0.0003
H -0.6973 -4.0940 -2.7812 -0.0004
H -2.3137 -5.1637 -1.2541 0.0001
H -2.0662 -4.9597 1.1849 0.0002
H -0.2001 -3.6635 2.1286 -0.0048
H 3.6363 -3.2700 -0.5199 -0.0001
H 5.6731 -2.5368 -1.6913 -0.0001
H 6.1809 -0.1318 -1.9117 0.0000
H 4.6621 1.5622 -0.9522 -0.0001
H 2.6151 0.8548 0.2329 -0.0079
H 2.4889 -0.2063 5.0348 -0.0006
H 0.8082 1.9245 4.9443 -0.0012
H -0.8008 2.8887 2.6481 -0.0014
H -2.0032 1.5956 2.8063 -0.0063
H -1.5650 0.5293 -1.8981 -0.0083
H -3.5917 0.7460 -3.3655 0.0000
H -4.7290 2.8576 -2.9482 0.0001
H -4.5068 4.0578 -0.7948 0.0001
H -3.2366 3.1495 1.0695 0.0001
H -0.2541 4.2073 0.9654 0.0002
H 1.0294 5.7256 -0.4676 0.0000
H 2.1913 4.8637 -2.4687 0.0000
H 2.0877 2.4596 -3.0308 0.0000
H 0.8367 0.9080 -1.5835 -0.0061
Cl -4.2121 -2.8104 0.2410 0.0018
C -4.0762 -1.5314 -0.9788 0.0006
Cl -3.7034 -2.2323 -2.5648 0.0008
Cl -5.5856 -0.6440 -1.0415 -0.0004
C -2.8962 -0.6135 -0.6022 -0.0143
O -3.1844 0.1808 0.5683 0.0086
O -1.7821 -1.4226 -0.3803 0.1208
```

=====

(3)
Molecular formula: C32H26F9O19Zr
Method: DFT, the ωB97M-V functional and the def2-TZVPD basis

The LUMO energy comes out at 4.89 eV. The total charge is -3. For the maximum force, the calculation gives 8.51 eV Å⁻¹. The calculation puts the highest occupied orbital energy at 0.81 eV.

The geometry in XYZ format:
```
87
Properties=species:S:1:pos:R:3:mulliken_charge:R:1
Zr 0.1893 -0.5664 0.6342 0.9687
C 1.6685 2.3463 2.6907 0.5064
C 2.0442 2.9897 3.9429 -0.1776
C 3.2712 2.3902 4.7287 0.6657
O 3.1415 2.5915 5.9533 -0.7317
C 4.2324 1.6203 4.0829 -1.0605
C 3.9974 1.2439 2.7690 0.1738
C 2.6263 1.5098 2.1270 -0.2023
O 2.0486 0.6694 1.3117 -0.2571
O 5.0476 0.7316 2.1028 -0.9015
O 1.2338 3.5694 4.6992 -0.6495
H 0.6561 2.4732 2.3367 0.4119
H 5.1299 1.4701 4.6645 0.4019
C -1.3979 1.4660 4.0760 -0.9944
C -0.8820 0.5259 3.1518 -0.2153
C 0.0452 -0.6362 3.6888 0.4924
O 0.4805 -1.2701 2.6616 0.2031
C 0.6769 -0.4251 5.0334 -0.9561
C 0.2195 0.5720 5.8301 0.6118
C -0.9083 1.4821 5.3548 0.1601
O -1.1301 2.5575 6.0699 -0.7348
O 0.9562 0.9290 6.8326 -0.7002
O -0.9396 0.5912 1.9539 0.6474
H -2.1459 2.1386 3.6829 0.4467
H 1.5646 -1.0193 5.1928 0.3266
C -3.9158 -0.9361 -0.9233 -0.9243
C -2.5464 -1.1149 -0.3778 0.4732
C -2.1553 -2.4127 0.3339 0.4147
O -0.9998 -2.3616 0.7183 -0.1460
C -3.1943 -3.3868 0.6212 -1.1458
C -4.5252 -3.1269 0.2282 0.2117
C -4.8615 -1.9155 -0.6821 0.2033
O -5.9321 -1.7055 -1.3426 -0.7582
O -5.4222 -4.0370 0.5089 -0.7451
O -1.6185 -0.2705 -0.4938 0.9912
H -4.2265 -0.0703 -1.4892 0.5623
H -2.8738 -4.1607 1.3030 0.4147
C 2.4509 -0.4826 -3.4116 -1.3261
C 1.1351 -1.0541 -2.7447 0.4437
O 1.0523 -0.8260 -1.3613 -0.6173
H 2.5692 -0.7878 -4.4513 0.3625
H 3.2543 -0.8785 -2.7903 0.3488
H 2.4564 0.6040 -3.4975 0.1271
H 1.0674 -2.1272 -2.9232 0.3652
H 0.2550 -0.6127 -3.2124 -0.6025
C -3.3281 4.3545 1.0287 -1.5994
C -2.2393 3.2658 0.8041 0.5460
O -1.6695 3.4390 -0.4613 -0.3360
C -0.5041 2.7143 -0.7671 0.4523
O -0.1032 1.6767 -0.1941 -0.1303
C 0.2389 3.3364 -1.9265 0.6916
F 0.7504 2.3636 -2.6964 -0.1033
F -0.4365 4.2697 -2.5969 -0.2828
F 1.2575 4.0127 -1.3360 -0.2819
H -4.0894 4.3757 0.2489 0.3859
H -3.0072 5.3961 1.0354 0.3438
H -3.9017 4.1635 1.9356 0.3984
H -2.5010 2.2077 0.8104 0.0817
H -1.5092 3.4904 1.5817 0.0910
C 0.5192 -5.1735 0.0382 -1.0685
C 1.6150 -4.5604 -0.7582 0.5271
O 2.6978 -4.3432 0.2344 -0.4145
C 2.7266 -3.3267 1.0285 -0.0772
O 2.0548 -2.3010 0.9355 -0.2048
C 3.5252 -3.5574 2.3953 0.9052
F 4.2926 -4.6312 2.4154 -0.2984
F 4.2687 -2.5380 2.6836 -0.2509
F 2.6363 -3.5751 3.3488 -0.2404
H 0.7608 -6.2341 0.1079 0.3636
H -0.5025 -5.0705 -0.3275 0.3125
H 0.5359 -4.7373 1.0370 0.2338
H 1.3071 -3.5722 -1.1000 -0.4459
H 1.8140 -5.0381 -1.7176 0.4067
C -2.2666 -0.3507 -4.1475 -0.6064
C -1.9446 0.9499 -4.8593 -0.4459
O -0.6909 0.7577 -5.4491 -0.1950
C -0.0230 1.6616 -6.2181 0.3794
O -0.3694 2.8392 -6.4004 -0.5753
C 1.2474 1.2057 -6.9910 0.8589
F 2.3688 1.4514 -6.2119 -0.2300
F 1.2737 -0.0876 -7.4031 -0.2653
F 1.3549 1.8420 -8.1225 -0.2501
H -3.3448 -0.5071 -4.1819 0.5343
H -2.1296 -0.1868 -3.0786 -0.3714
H -1.6741 -1.2031 -4.4800 0.3157
H -2.0577 1.8443 -4.2466 0.3344
H -2.7484 1.0886 -5.5824 0.4226
```

=====

Which value of total charge does entry 1 give?
+1